Formula: C3H4Ag5BBr2F4O3
Source: OMol25
Level of theory: wB97M-V/def2-TZVPD

## Properties
E_LUMO = -8.42 eV
Energy = -180921.7348 eV
Net charge = +2
Energy relative to the best compared isomer or geometry (same formula, charge and spin) = 1138.1 kJ/mol

```
22
C3H4Ag5BBr2F4O3 | OMol25 | wB97M-V/def2-TZVPD
Ag 1.08 -3.75 4.76
Ag 2.84 -2.78 -1.35
Ag 1.65 4.98 -1.04
Ag 5.37 0.30 3.32
Ag -1.66 1.56 4.98
C 0.61 0.58 0.85
O 0.39 -0.54 1.27
O 1.72 0.85 0.29
O -0.15 1.50 1.05
B 6.39 -4.45 1.08
F 5.22 -4.30 1.89
F 6.60 -3.27 0.40
F 7.49 -4.79 1.81
F 6.21 -5.38 0.09
Br -5.15 2.95 -4.66
C -5.21 1.97 -2.95
C -5.69 2.90 -1.85
Br -6.21 1.85 -0.27
H -4.18 1.64 -2.82
H -5.80 1.09 -3.17
H -6.60 3.46 -2.05
H -4.92 3.63 -1.63
```